{
  "formula": "C34H86Br6Cl8N6O6",
  "method": "wB97M-V/def2-TZVPD",
  "e_homo_ha": -0.3230,
  "homo_lumo_gap_ev": 9.01,
  "spin_multiplicity": 1,
  "e_above_lowest_kj_mol": 73.7,
  "total_energy_ev": -578309.4208,
  "lumo_energy_ha": 0.0082,
  "molar_mass_g_mol": 1438.15,
  "symbols": ["Br", "C", "C", "Br", "H", "H", "H", "H", "Br", "C", "C", "Br", "H", "H", "H", "H", "Br", "C", "C", "Br", "H", "H", "H", "H", "C", "C", "C", "O", "C", "N", "H", "H", "H", "H", "H", "H", "H", "H", "H", "H", "H", "C", "C", "C", "O", "C", "N", "H", "H", "H", "H", "H", "H", "H", "H", "H", "H", "H", "C", "C", "C", "O", "C", "N", "H", "H", "H", "H", "H", "H", "H", "H", "H", "H", "H", "C", "C", "C", "O", "C", "N", "H", "H", "H", "H", "H", "H", "H", "H", "H", "H", "H", "C", "C", "C", "O", "C", "N", "H", "H", "H", "H", "H", "H", "H", "H", "H", "H", "H", "C", "C", "C", "O", "C", "N", "H", "H", "H", "H", "H", "H", "H", "H", "H", "H", "H", "C", "Cl", "Cl", "H", "H", "C", "Cl", "Cl", "H", "H", "C", "Cl", "Cl", "H", "H", "C", "Cl", "Cl", "H", "H"],
  "coordinates": [[-8.42745, 12.60043, -8.91123], [-7.58541, 13.55899, -10.40946], [-7.52900, 15.06716, -10.20266], [-6.37045, 15.92674, -11.52744], [-8.19635, 13.38617, -11.29454], [-6.59853, 13.13742, -10.54994], [-7.06625, 15.21376, -9.22556], [-8.49882, 15.55056, -10.17111], [-2.84057, 9.79653, -13.84827], [-3.32462, 10.09750, -11.97197], [-4.39925, 9.13926, -11.51912], [-5.20008, 9.74639, -9.84140], [-3.60363, 11.14279, -11.85102], [-2.42071, 10.02150, -11.37055], [-3.93598, 8.16182, -11.40518], [-5.23943, 9.05905, -12.20259], [-12.67229, 7.74740, -16.88294], [-12.96061, 8.61860, -15.14200], [-13.00893, 10.09807, -15.46829], [-13.49297, 11.20863, -13.89800], [-12.18273, 8.28557, -14.46949], [-13.94358, 8.35274, -14.75964], [-13.76755, 10.29792, -16.21825], [-12.06914, 10.44096, -15.89424], [-7.22845, 5.59843, -19.27882], [-7.64015, 4.25584, -18.65600], [-9.09008, 4.26101, -18.19830], [-9.16326, 4.45237, -16.78835], [-10.08885, 5.45316, -16.39960], [-7.39278, 3.17991, -19.65529], [-7.49788, 6.44538, -18.63435], [-7.77113, 5.79766, -20.21172], [-6.17625, 5.61917, -19.56352], [-6.99608, 4.12828, -17.78645], [-9.50734, 3.26803, -18.42334], [-9.79407, 4.89648, -18.74717], [-9.99583, 6.41497, -16.90818], [-9.87282, 5.72134, -15.35693], [-11.09657, 5.02906, -16.42278], [-7.50202, 3.54036, -20.59827], [-6.39088, 2.99741, -19.61590], [-9.53987, 11.18132, -13.68593], [-9.00453, 9.77987, -13.98841], [-8.44774, 9.64993, -15.38743], [-9.53284, 9.65972, -16.29880], [-9.05205, 9.81285, -17.61371], [-7.89645, 9.51704, -13.03756], [-10.42227, 11.42260, -14.30184], [-8.87694, 12.01305, -13.95501], [-9.80634, 11.38324, -12.64877], [-9.73614, 8.99893, -13.78115], [-7.92136, 8.68841, -15.42593], [-7.72427, 10.44387, -15.59430], [-8.48159, 10.73671, -17.72912], [-9.89875, 9.77182, -18.29833], [-8.41396, 8.97856, -17.93936], [-8.18916, 9.45678, -12.05151], [-7.21201, 10.26187, -13.04073], [-12.02380, 5.54806, -13.21501], [-12.74223, 4.69306, -12.19072], [-11.75867, 3.82477, -11.37854], [-12.31649, 3.38645, -10.15119], [-13.23280, 2.30273, -10.26793], [-13.50535, 5.61389, -11.31700], [-11.41007, 6.29507, -12.69902], [-12.75528, 6.16920, -13.73776], [-11.45488, 5.00571, -13.96755], [-13.46225, 3.97789, -12.59545], [-10.85066, 4.36941, -11.10859], [-11.43011, 2.94660, -11.95191], [-13.87916, 2.26291, -9.39807], [-12.64896, 1.38586, -10.39003], [-13.84708, 2.43589, -11.16345], [-12.92645, 6.40275, -11.05251], [-13.69494, 5.06268, -10.48188], [-9.55928, 6.94970, -10.02793], [-10.05216, 8.31102, -10.49039], [-11.36237, 8.72571, -9.82209], [-11.88826, 9.84810, -10.51973], [-13.00682, 10.39530, -9.81789], [-8.98319, 9.32560, -10.31357], [-8.74021, 6.55680, -10.62314], [-10.35249, 6.19517, -9.96883], [-9.28046, 6.97724, -8.96538], [-10.22197, 8.20009, -11.56631], [-11.21720, 8.93741, -8.75652], [-12.07541, 7.90584, -10.00152], [-13.74263, 9.63110, -9.55408], [-13.37542, 11.18410, -10.46664], [-12.65628, 10.82343, -8.86880], [-8.88435, 9.47212, -9.30827], [-9.47110, 10.17585, -10.61794], [-8.13014, 1.91079, -12.32840], [-8.38500, 3.22305, -13.09436], [-7.07181, 3.94734, -13.34022], [-6.50528, 4.42821, -12.14600], [-7.18464, 5.51811, -11.54863], [-9.09523, 2.84770, -14.34054], [-7.68172, 1.90846, -11.33897], [-7.50005, 1.32607, -13.00666], [-9.08865, 1.39244, -12.24905], [-9.15299, 3.81494, -12.58884], [-7.22712, 4.75126, -14.08296], [-6.30317, 3.30604, -13.77816], [-8.23620, 5.28950, -11.36293], [-7.06007, 6.38177, -12.20592], [-6.71190, 5.74065, -10.59554], [-9.11096, 3.68815, -14.92646], [-8.51532, 2.16688, -14.83079], [-9.61415, 9.27880, -20.90523], [-9.45511, 10.54314, -21.73406], [-8.31420, 10.49846, -22.70412], [-7.94683, 11.80632, -23.06306], [-6.72792, 11.95190, -23.72372], [-10.75328, 10.79954, -22.39416], [-8.67616, 8.91927, -20.44978], [-9.91725, 8.42929, -21.52064], [-10.22458, 9.37981, -20.00642], [-9.34531, 11.37795, -21.02696], [-8.56828, 9.92161, -23.60174], [-7.46222, 10.00765, -22.21572], [-6.71823, 11.39696, -24.67328], [-5.87857, 11.59799, -23.11695], [-6.54272, 13.00528, -23.92730], [-10.66647, 11.57576, -23.04929], [-11.42123, 11.15710, -21.71747], [-10.39967, 13.00583, -17.01228], [-10.64457, 12.15402, -18.54500], [-11.95821, 13.30952, -16.23163], [-9.82514, 12.36713, -16.34772], [-9.86865, 13.93731, -17.16708], [-6.05372, 12.78840, -14.82174], [-5.78236, 12.36304, -13.12984], [-5.21331, 11.63808, -15.86472], [-7.11790, 12.76591, -15.04328], [-5.73249, 13.80507, -15.02638], [-11.40814, 14.88306, -12.40888], [-11.80808, 13.46817, -11.43729], [-9.81473, 14.72547, -13.25143], [-12.12920, 15.06262, -13.19360], [-11.27493, 15.69507, -11.70789], [-5.92304, 14.01032, -19.34345], [-5.28311, 15.57166, -18.82298], [-7.10174, 13.35954, -18.24034], [-6.40633, 14.10439, -20.31202], [-5.10726, 13.30421, -19.46668]],
  "mulliken_charge": [-0.146, 0.080, -0.640, -0.174, -0.150, 0.240, 0.458, 0.347, -0.165, -0.595, -0.252, -0.156, 0.277, 0.423, 0.459, 0.009, -0.170, 0.065, -0.181, -0.157, -0.359, 0.673, 0.465, -0.335, -1.403, 0.791, -0.961, -0.445, -0.442, -0.761, 0.104, 0.362, 0.440, 0.212, 0.327, 0.427, 0.417, -0.159, 0.394, 0.288, 0.302, 0.777, 1.404, -0.515, 0.864, -0.576, 0.357, -0.285, -0.683, -0.143, -0.974, 0.272, -0.597, 0.214, -0.188, 0.041, 0.277, -0.096, -0.902, 0.401, 0.080, -0.471, -0.712, -0.763, -0.234, 0.385, 0.226, 0.368, -0.307, 0.432, 0.295, 0.294, 0.293, 0.091, 0.406, -0.680, 2.549, -0.891, 0.021, -0.892, -0.762, -0.427, 0.317, 0.519, -1.170, 0.426, 0.086, 0.335, 0.170, 0.324, 0.458, -0.273, -1.619, 1.840, -0.427, -0.465, -0.341, -0.573, 0.323, 0.437, 0.354, -1.015, 0.245, 0.376, -0.273, 0.367, 0.292, 0.070, 0.316, -1.355, 1.187, -0.887, -0.304, -0.751, -0.812, 0.274, 0.453, 0.189, -0.014, 0.405, 0.369, 0.309, 0.298, 0.252, 0.291, 0.264, 0.425, -0.090, -0.108, -0.725, 0.442, 0.041, -0.041, -0.157, -0.369, 0.495, -0.588, -0.002, -0.097, 0.319, 0.369, -0.444, -0.167, 0.002, 0.282, 0.292]
}